# 1
Density functional theory data (ωB97M-V/def2-TZVPD) for 2 unconnected molecules or ions with the total composition C8H16FO3S in a non-equilibrium geometry.

Last column: natural (NBO) charge in e.
Geometry (Å):
C  0.5607  -1.7663  0.6918  -0.643
C  0.0566  -2.0833  -0.7581  -0.236
C  0.4053  -0.9332  -1.7727  -0.612
C  -1.4302  -2.5462  -0.8439  -0.420
C  -2.4372  -1.7485  0.0345  -0.523
S  -2.1949  0.0664  0.0659  0.375
H  0.9706  -0.7392  0.7056  0.220
H  -0.2165  -1.8199  1.4714  0.188
H  1.4091  -2.4191  0.9406  0.257
H  0.6574  -2.9398  -1.1085  0.239
H  -0.2586  -1.0727  -2.6483  0.208
H  0.2206  0.0720  -1.3589  0.164
H  1.4310  -1.0099  -2.1501  0.257
H  -1.7242  -2.5768  -1.9064  0.231
H  -1.4795  -3.5920  -0.4901  0.251
H  -3.4433  -1.9010  -0.3966  0.278
H  -2.4943  -2.1742  1.0482  0.288
H  -1.8994  0.5433  -1.1887  0.236
H  -1.1056  0.3072  0.8790  0.232
C  0.8444  2.8290  1.7526  -0.133
C  0.8274  3.5149  0.4144  0.451
O  2.0782  3.1482  -0.1392  -0.476
C  2.3955  1.9369  0.3945  0.958
O  3.2204  1.2090  -0.0325  -0.532
O  1.6211  1.6612  1.4813  -0.501
F  0.7773  4.8569  0.5460  -0.308
H  1.3364  3.4297  2.5194  0.227
H  -0.1527  2.5613  2.1027  0.189
H  0.0248  3.1863  -0.2540  0.131

Energy relative to the best compared isomer or geometry (same formula, charge and spin), kcal/mol: 16.11
HOMO-LUMO gap, eV: 10.272
HOMO, Ha: -0.528
LUMO energy, eV: -4.09
Net charge: +1



# 2
Density functional theory data (ωB97M-V/def2-TZVPD) for a molecular structure, C8H16KO4S2 in a non-equilibrium geometry.

Last column: natural (NBO) charge in e.
Geometry (Å):
K  15.2538  14.3884  -14.9368  0.062
C  10.7577  15.4951  -17.2910  -0.421
C  9.9427  14.5418  -16.4164  -0.412
C  10.9292  14.2100  -15.3004  -0.665
S  11.5828  15.7914  -14.7348  2.151
O  12.9637  15.5587  -14.2845  -1.000
O  10.5883  16.5270  -14.0382  -0.919
C  11.6890  16.3617  -16.4886  -0.652
H  10.0943  16.1705  -17.8312  0.221
H  11.3497  14.9302  -18.0110  0.222
H  9.4940  13.7106  -16.9605  0.234
H  9.0851  14.9938  -15.9180  0.217
H  11.8180  13.7158  -15.6926  0.234
H  10.5236  13.6178  -14.4801  0.250
H  12.7109  16.1589  -16.8089  0.252
H  11.2866  17.3715  -16.4076  0.246
C  18.5456  18.7710  -11.5709  -0.406
C  17.1344  18.9700  -10.8015  -0.403
C  16.4970  17.5727  -10.8604  -0.651
S  17.0866  16.8246  -12.4231  2.136
O  16.1127  16.8386  -13.4457  -0.984
O  17.7714  15.5628  -12.1147  -0.946
C  18.3538  18.0487  -12.9098  -0.659
H  19.1635  18.1623  -10.9107  0.208
H  19.1164  19.6579  -11.8463  0.224
H  16.5268  19.6843  -11.3570  0.215
H  17.3081  19.3197  -9.7838  0.235
H  15.4099  17.4988  -10.8915  0.259
H  16.9039  16.8972  -10.1080  0.251
H  17.8998  18.9174  -13.3866  0.232
H  19.0969  17.5461  -13.5290  0.269

Expectation value of S²: 0.750
HOMO-LUMO gap (alpha / beta), eV: 3.180 / 10.690
HOMO (alpha / beta), Ha: -0.106 / -0.382
LUMO energy (alpha / beta), eV: 0.30 / 0.30
Net charge: 0
Spin multiplicity: 2



# 3
Density functional theory data (ωB97M-V/def2-TZVPD) for a molecular structure, C8H16LiO6P in a non-equilibrium geometry.

Last column: natural (NBO) charge in e.
Geometry (Å):
Li  0.3643  -0.4168  0.5107  0.860
P  0.8730  -2.5222  1.3283  2.478
O  1.7056  -3.0282  2.5209  -1.298
O  1.6652  -1.7253  0.2598  -1.360
O  -0.2017  -1.5727  1.8983  -1.358
O  0.3068  -3.7050  0.4825  -1.319
C  -2.2627  -1.2583  -2.6145  -0.432
C  -1.2272  -0.5208  -3.2431  -0.430
C  -0.7806  0.4837  -2.1298  -0.053
O  -1.1662  -0.1929  -0.9074  -0.560
C  -1.9448  -1.3867  -1.1555  -0.104
H  -2.3988  -2.2112  -3.1258  0.207
H  -3.2399  -0.7874  -2.7224  0.173
H  -1.6333  -0.1470  -4.1830  0.185
H  -0.3670  -1.0389  -3.6670  0.212
H  -1.2599  1.4606  -2.1934  0.146
H  0.2726  0.7223  -2.2780  0.189
H  -2.6799  -1.5275  -0.3631  0.201
H  -1.2661  -2.2194  -0.9712  0.266
C  0.7319  1.7727  2.7006  -0.446
C  2.0424  1.2610  2.2073  -0.454
C  2.1639  1.6947  0.7215  -0.073
O  0.7428  1.5281  0.3487  -0.593
C  -0.1878  1.9384  1.3930  -0.084
H  0.8461  2.6987  3.2641  0.166
H  0.3728  0.9728  3.3482  0.260
H  2.1189  0.1743  2.1722  0.295
H  2.8339  1.6255  2.8620  0.185
H  2.7724  0.9948  0.1487  0.236
H  2.3767  2.7558  0.5921  0.136
H  -1.0036  1.2203  1.4753  0.224
H  -0.5699  2.9566  1.3201  0.146

Energy relative to the best compared isomer or geometry (same formula, charge and spin), kcal/mol: 28.33
HOMO-LUMO gap, eV: 2.861
HOMO, Ha: 0.066
LUMO energy, eV: 4.67
Net charge: -2



# 4
Density functional theory data (ωB97M-V/def2-TZVPD) for C8H16N2 in the gas phase in a non-equilibrium geometry.

Last column: natural (NBO) charge in e.
Geometry (Å):
C  -1.3848  -0.5679  -1.0781  -0.058
C  -0.7750  0.3681  -0.4034  0.163
C  -0.9596  -1.9232  -0.6176  -0.222
C  -2.5444  -0.1913  -2.0299  -0.623
C  -0.9854  1.7891  -0.2070  -0.660
C  2.5893  -0.6816  0.5008  -0.617
C  1.6385  1.2012  1.9322  -0.598
C  1.5424  0.3097  0.5757  -0.045
N  0.1788  -1.6913  0.2982  -0.487
N  0.1978  -0.2661  0.6629  -0.302
H  -1.9962  -2.2966  -0.0455  0.145
H  -0.7019  -2.6836  -1.3205  0.204
H  -3.4630  -0.8939  -1.9607  0.216
H  -2.2685  -0.0983  -3.0426  0.218
H  -2.8530  0.8714  -1.7654  0.209
H  -1.2911  1.9634  0.8758  0.233
H  -1.7773  2.1280  -0.7932  0.220
H  -0.0701  2.4319  -0.4702  0.226
H  2.7052  -1.1451  1.4295  0.202
H  2.5019  -1.5415  -0.1935  0.235
H  3.5030  -0.1016  0.2185  0.206
H  1.6676  0.7441  2.8205  0.201
H  0.6755  1.6633  1.8703  0.205
H  2.3371  2.0413  1.9347  0.195
H  1.5817  0.9120  -0.2431  0.173
H  -0.0486  -2.3416  1.0515  0.361

Energy relative to the best compared isomer or geometry (same formula, charge and spin), kcal/mol: 86.14
HOMO-LUMO gap, eV: 8.525
HOMO, Ha: -0.277
LUMO energy, eV: 0.99
Net charge: 0
SMILES string: CC1=C(C)N(C(C)C)NC1



# 5
Density functional theory data (ωB97M-V/def2-TZVPD) for C8H16N2O2S in the gas phase in a non-equilibrium geometry.

Last column: natural (NBO) charge in e.
Geometry (Å):
C  2.3542  1.4562  1.8042  -0.741
C  0.8541  1.6042  1.4593  0.450
C  -1.3620  2.7084  0.2612  -0.516
C  -1.9897  1.6582  -0.6238  -0.241
C  -1.5930  -0.6788  -1.2175  0.678
C  -1.1359  -2.0172  -0.6345  -0.503
C  0.2280  -2.3299  -1.2719  -0.406
C  1.4654  -1.5428  -0.8309  -0.220
H  2.4405  1.3678  2.8723  0.241
H  2.5552  0.4395  1.4126  0.283
H  3.0582  2.1679  1.4226  0.232
H  -1.6304  3.7076  -0.0495  0.237
H  -1.6935  2.5915  1.2642  0.232
H  -3.0661  1.7658  -0.5302  0.199
H  -1.7859  1.7895  -1.7139  0.234
H  -1.3736  0.1021  0.6368  0.424
H  -1.0206  -2.1283  0.4621  0.204
H  -1.8800  -2.7752  -0.9868  0.240
H  0.1383  -2.3009  -2.3599  0.229
H  0.4672  -3.3577  -0.9934  0.189
H  1.3440  -0.4611  -1.0292  0.185
H  2.3477  -1.8973  -1.3783  0.198
H  0.8733  -1.1634  1.0717  0.358
H  1.7096  -2.5815  0.9101  0.352
N  -1.6753  0.3005  -0.3027  -0.619
N  1.6738  -1.6201  0.6171  -0.849
O  -0.0186  0.9135  1.9187  -0.625
O  -1.7606  -0.5807  -2.4453  -0.649
S  0.4760  2.8622  0.2547  0.202

Energy relative to the best compared isomer or geometry (same formula, charge and spin), kcal/mol: 18.86
HOMO-LUMO gap, eV: 9.948
HOMO, Ha: -0.342
LUMO energy, eV: 0.63
Net charge: 0
SMILES string: CC(=O)SCCNC(=O)CCCN



# 6
Density functional theory data (ωB97M-V/def2-TZVPD) for C8H16N2O3 in the gas phase in a non-equilibrium geometry.

Last column: natural (NBO) charge in e.
Geometry (Å):
C  -0.1296  -1.1877  -0.6948  -0.146
C  -0.3270  -2.0978  0.5753  0.657
C  -1.1128  0.0028  -0.8944  -0.393
C  -0.3997  1.2778  -1.4528  -0.214
C  0.3949  1.9584  -0.3081  -0.613
C  0.5441  0.8488  -2.6319  -0.642
C  -0.3555  -0.1856  2.3154  -0.331
C  1.0134  0.2491  2.8734  0.777
H  -1.0205  -2.3551  -2.0185  0.363
H  0.4457  -2.7574  -1.5178  0.371
H  0.8203  -0.6737  -0.3962  0.194
H  -1.7652  -0.5175  -1.6401  0.217
H  -1.6694  0.1758  0.0176  0.197
H  -1.1392  1.9207  -1.8389  0.210
H  0.8846  2.8315  -0.7824  0.228
H  1.1439  1.2974  0.1274  0.202
H  -0.1183  2.3026  0.5630  0.180
H  0.9114  -0.1524  -2.3954  0.240
H  1.4398  1.4545  -2.7529  0.206
H  0.2329  0.9550  -3.6590  0.224
H  -0.7818  -2.2621  2.4798  0.409
H  -0.8377  -0.1614  3.2262  0.243
H  -0.7488  0.4456  1.5700  0.223
H  0.7009  2.2515  2.4455  0.479
N  -0.0697  -2.0185  -1.8825  -0.800
N  -0.3610  -1.6216  1.8719  -0.606
O  -0.7226  -3.2693  0.3483  -0.634
O  1.8138  -0.3788  3.5064  -0.518
O  1.2130  1.6675  2.9456  -0.722

Energy relative to the best compared isomer or geometry (same formula, charge and spin), kcal/mol: 64.29
HOMO-LUMO gap, eV: 10.267
HOMO, Ha: -0.363
LUMO energy, eV: 0.40
Net charge: 0
SMILES string: CC(C)C[C@H](N)C(=O)NCC(=O)O